*P*
The following is a quantum chemistry calculation of 2 unconnected molecules or ions with the total composition C6H15NO, from OMol25.

ORCA input file:
```
! RIJCOSX wB97M-V def2-TZVPD def2/J DEFGRID3
* xyz 0 1
C 2.50106 1.57203 -0.13602
C 2.17092 0.36606 -0.99420
C 0.78956 0.09834 -0.63438
C -0.26766 1.24106 -0.79293
C 0.33624 -1.14402 -0.32470
C -1.07293 -1.54198 -0.00982
N 1.34379 -2.26660 -0.30491
H 2.76421 2.37973 -0.83888
H 3.28206 1.50516 0.63285
H 1.79032 1.85537 0.65158
H 2.69533 0.43219 -1.93413
H 2.76308 -0.49334 -0.50147
H -1.20419 1.09267 -0.19490
H 0.13759 2.28100 -0.46723
H -0.64382 1.14845 -1.79650
H -1.56023 -1.66271 -0.93662
H -1.11158 -2.49288 0.59291
H -1.67729 -0.79232 0.42668
H 1.29769 -2.90457 -1.06223
H 1.19777 -2.79248 0.54844
O -4.55157 1.25356 2.32386
H -5.37637 1.12994 2.72848
H -4.09166 1.60250 3.04681
*
```

Properties
- Highest occupied orbital energy: -8.35 eV
- Orbital gap: 9.199 eV
- SMILES: CC/C(C)=C(/C)N.O

*Q*
The following is a quantum chemistry calculation of C6H15NO in the gas phase, from OMol25.

ORCA input file:
```
! RIJCOSX wB97M-V def2-TZVPD def2/J DEFGRID3
* xyz 0 1
C -2.59083 -1.19042 0.27095
C -1.27889 -0.69794 0.87015
C -1.18141 -1.01167 2.35730
C -0.12726 -1.42921 0.13714
C 0.61666 -0.59586 -0.91072
N 1.25085 0.59880 -0.34595
C 1.62852 1.49968 -1.44841
O 1.82097 2.80667 -0.99350
H -2.53809 -1.67682 -0.70563
H -3.03759 -2.00673 0.86370
H -3.35338 -0.40412 0.18155
H -1.20208 0.37015 0.62133
H -1.48918 -1.99281 2.68629
H -0.12478 -0.93421 2.62560
H -1.73376 -0.24544 2.90949
H -0.40929 -2.31893 -0.44512
H 0.58924 -1.89546 0.83631
H -0.08242 -0.29410 -1.69920
H 1.38479 -1.28150 -1.30494
H 0.76258 1.02431 0.42771
H 0.77779 1.59105 -2.14981
H 2.54753 1.10213 -1.88294
H 2.54367 2.89895 -0.38871
*
```

Properties
- Highest occupied orbital energy: -8.79 eV
- Orbital gap: 9.843 eV
- SMILES: CC(C)CCNCO

The computed energies, referenced to the most stable structure and given in eV, are *P* 1.323; *Q* 0.000.